No. 1
{
  "formula": "C5H12O2",
  "method": "wB97M-V/def2-TZVPD",
  "elements": ["C", "C", "C", "O", "C", "C", "O", "H", "H", "H", "H", "H", "H", "H", "H", "H", "H", "H", "H"],
  "positions_angstrom": [[2.34560, 0.13240, 0.95079], [0.91714, 0.64929, 0.74985], [0.06822, -0.39610, 0.02323], [0.00612, -1.57555, 0.83556], [-1.37670, 0.00965, -0.37784], [-1.48413, 0.70256, -1.73381], [-2.16505, -1.15670, -0.48556], [2.33770, -0.81600, 1.49748], [2.82332, -0.05836, -0.01689], [2.97224, 0.83918, 1.50365], [0.45556, 0.86095, 1.72879], [0.92536, 1.60367, 0.20870], [0.59576, -0.70811, -0.88729], [-0.08774, -1.28838, 1.75427], [-1.79299, 0.67210, 0.40505], [-0.81143, 0.24269, -2.46726], [-2.50717, 0.55551, -2.09483], [-1.28552, 1.77777, -1.69205], [-1.81622, -1.77005, 0.17993]],
  "forces_ev_per_angstrom": [[0.0, 0.0, 0.0], [-0.1, 0.0, 0.0], [0.0, 0.1, -0.1], [-0.1, 0.0, 0.3], [0.2, 0.3, 0.0], [0.1, 0.1, 0.0], [0.0, -0.2, 0.2], [0.0, 0.2, -0.1], [-0.1, 0.1, 0.1], [-0.2, -0.1, -0.1], [0.0, 0.0, -0.2], [-0.1, -0.2, 0.0], [-0.1, 0.0, 0.1], [0.0, -0.1, -0.1], [0.1, -0.1, -0.1], [-0.1, 0.0, 0.1], [0.2, 0.1, 0.1], [0.1, -0.1, 0.1], [-0.1, 0.0, -0.2]],
  "e_lumo_ha": 0.0320,
  "orbital_gap_ev": 10.787,
  "e_above_lowest_kcal_mol": 15.6
}

***

No. 2
{
  "formula": "CH3PS",
  "method": "wB97M-V/def2-TZVPD",
  "elements": ["C", "P", "S", "H", "H", "H"],
  "positions_angstrom": [[0.15926, 0.08352, -0.26367], [0.80728, 1.05468, -1.70696], [-1.49217, 3.81946, -1.15741], [0.84555, -0.59212, 0.04484], [-0.01597, 0.75441, 0.56627], [-0.53812, -0.60967, -0.59390]],
  "forces_ev_per_angstrom": [[0.3, 3.0, -1.4], [-1.3, 0.8, 0.9], [1.1, -1.3, -0.3], [3.2, -1.9, 1.1], [-0.8, -0.1, 0.1], [-2.5, -0.5, -0.4]],
  "e_lumo_ha": [-0.1039, -0.1060],
  "orbital_gap_ev": [5.619, 5.466],
  "e_above_lowest_kcal_mol": 123.3
}

***

No. 3
{
  "formula": "C13H26B2F3N2O15Tl2",
  "method": "wB97M-V/def2-TZVPD",
  "elements": ["Tl", "Tl", "B", "H", "H", "H", "H", "B", "H", "H", "H", "H", "C", "C", "O", "O", "H", "H", "H", "C", "C", "O", "C", "O", "O", "F", "H", "H", "H", "C", "C", "O", "C", "O", "O", "F", "H", "H", "H", "C", "C", "O", "C", "O", "O", "F", "H", "H", "H", "C", "N", "O", "O", "H", "H", "H", "C", "N", "O", "O", "H", "H", "H"],
  "positions_angstrom": [[-1.02686, -1.81319, 3.63813], [-0.39653, 3.07405, 3.72077], [-2.41527, 0.69121, 4.45048], [-2.12740, -0.28057, 5.13926], [-1.76198, 0.86195, 3.43408], [-3.53435, 0.47627, 4.05144], [-2.23100, 1.71635, 5.03504], [0.55333, 0.38189, 4.55773], [1.35749, 1.25759, 4.48413], [1.21536, -0.65386, 4.56436], [-0.11521, 0.42538, 5.55451], [-0.14649, 0.38403, 3.58203], [-0.61432, 0.74302, -0.92946], [-0.74778, 0.30866, 0.48965], [-0.68636, 1.16458, 1.41088], [-0.84459, -0.89290, 0.86055], [0.10118, 1.56302, -1.01765], [-1.55598, 1.10090, -1.34800], [-0.28332, -0.14734, -1.47462], [3.00820, 2.90025, -0.82449], [4.48681, 3.19510, -0.85771], [4.72914, 3.63405, -2.15009], [3.70885, 3.25682, -2.95189], [3.72267, 3.22328, -4.13096], [2.66069, 2.79967, -2.20105], [5.17543, 2.00946, -0.66339], [2.44751, 3.69651, -0.32384], [2.74114, 1.99537, -0.27260], [4.84788, 3.86556, -0.08249], [-5.56955, -1.02011, -0.57453], [-5.10059, 0.43424, -0.48251], [-4.26938, 0.40108, 0.69629], [-4.24146, -0.82841, 1.24561], [-3.68987, -1.07996, 2.28095], [-4.94638, -1.68141, 0.50772], [-6.03399, 1.34945, -0.18355], [-5.24431, -1.38116, -1.55535], [-6.65230, -1.13931, -0.57413], [-4.49214, 0.77723, -1.31695], [1.86138, -0.40527, -3.20077], [3.13293, -1.25377, -3.29544], [2.66843, -2.44176, -3.92653], [1.33487, -2.49151, -3.84596], [0.66829, -3.44932, -4.12513], [0.82095, -1.36291, -3.38131], [3.60497, -1.53425, -2.05492], [1.83526, 0.40380, -3.93154], [1.75131, 0.08436, -2.23628], [3.93887, -0.83753, -3.89573], [3.88436, -0.17799, 2.04543], [2.56002, -0.60200, 1.45922], [1.85814, -1.39153, 2.05890], [2.34102, -0.27991, 0.30258], [4.56576, 0.06213, 1.23940], [4.18249, -1.07554, 2.58401], [3.63597, 0.60765, 2.75538], [-2.01031, -2.49681, -1.82105], [-2.87981, -3.56675, -2.30864], [-2.51811, -4.71407, -2.23466], [-3.90866, -3.24396, -2.87093], [-1.35996, -2.77079, -0.98068], [-2.55107, -1.63857, -1.42324], [-1.44538, -2.19247, -2.70044]],
  "forces_ev_per_angstrom": [[-0.3, -0.8, -0.4], [0.2, 0.8, 0.0], [1.6, 1.2, 1.6], [-1.0, -0.2, 1.5], [-0.5, 0.7, -1.7], [-0.1, -1.7, -1.4], [0.9, -0.2, 0.5], [0.1, 1.4, 0.9], [-0.2, 0.8, 0.0], [-1.0, -1.3, -0.3], [0.2, -0.4, 1.0], [-0.1, -0.1, -1.7], [-0.3, -0.8, 0.2], [0.5, 1.1, -0.8], [-0.1, -0.8, 0.3], [-0.2, 0.3, 0.2], [0.2, -0.1, 0.1], [-0.1, -0.1, 0.2], [0.1, 0.2, -0.3], [-0.6, 0.4, 0.2], [0.5, -0.7, 0.6], [-0.1, 0.3, 0.3], [0.2, -0.6, -0.4], [-0.1, 0.2, 0.0], [-0.2, -0.1, 0.6], [-0.1, 0.0, -0.1], [0.0, 0.3, -0.4], [0.3, -0.3, -0.4], [0.1, 0.4, -0.4], [-0.5, 0.8, -1.5], [0.1, 0.1, 1.4], [0.9, -0.2, -0.1], [-0.9, 0.6, -0.4], [0.5, -0.3, 0.0], [0.3, -0.5, 0.4], [-0.4, -0.2, -0.5], [0.2, -0.6, 0.3], [0.0, 0.1, 0.5], [-0.2, 0.1, -0.1], [0.8, 0.6, -0.1], [-0.2, 0.2, -0.3], [0.1, 0.2, 0.3], [0.6, -0.9, -0.1], [-0.2, 0.1, 0.0], [-0.7, 0.8, 0.4], [-0.1, -0.2, 0.0], [-0.2, -0.3, -0.4], [0.1, -0.3, 0.2], [0.0, -0.1, 0.0], [-0.9, -0.8, 0.5], [1.0, -0.8, -1.2], [-0.2, 0.5, 0.6], [-0.6, 0.5, 0.3], [-0.1, 0.3, 0.0], [0.3, 0.2, 0.1], [0.4, 0.2, -0.1], [0.5, 0.9, 0.2], [-0.1, -0.1, 0.1], [0.0, 0.0, 0.2], [-0.1, 0.0, 0.1], [0.1, -0.7, -0.3], [-0.7, -0.2, -0.4], [0.2, 0.0, 0.1]],
  "e_lumo_ha": -0.5972,
  "orbital_gap_ev": 2.108,
  "e_above_lowest_kcal_mol": 30.4,
  "charge": 3
}

***

No. 4
{
  "formula": "C3H6BrP",
  "method": "wB97M-V/def2-TZVPD",
  "elements": ["C", "C", "C", "P", "Br", "H", "H", "H", "H", "H", "H"],
  "positions_angstrom": [[1.67085, 1.97336, 0.75399], [0.16408, 0.05418, 0.11467], [-0.64049, -0.62701, -0.65056], [-1.70647, -1.99936, 0.11398], [-3.23398, -2.44405, -1.48886], [1.95310, 2.52908, -0.11984], [0.86822, 2.52876, 1.18797], [2.09729, 1.20058, 1.22239], [0.17843, 0.17760, 1.24208], [-0.56355, -0.68332, -1.77838], [-0.78747, -2.70982, -0.59743]],
  "forces_ev_per_angstrom": [[-3.8, 1.1, -3.4], [1.1, 2.8, 3.4], [-0.2, -0.2, -1.6], [0.3, 1.1, -0.4], [0.0, 0.3, 0.1], [1.1, -0.4, -0.2], [-0.5, -0.2, 0.8], [2.2, -2.2, 1.6], [-0.7, -1.0, -1.6], [-0.2, 0.4, 1.3], [0.6, -1.6, 0.0]],
  "e_lumo_ha": [-0.0364, -0.0360],
  "orbital_gap_ev": [7.330, 7.337],
  "e_above_lowest_kcal_mol": 103.7
}

***

No. 5
{
  "formula": "C4H12",
  "method": "wB97M-V/def2-TZVPD",
  "elements": ["C", "C", "H", "H", "H", "H", "H", "H", "C", "C", "H", "H", "H", "H", "H", "H"],
  "positions_angstrom": [[-0.67324, 2.71586, 0.52007], [-0.44943, 1.43008, 1.46314], [-0.12106, 2.72571, -0.44424], [-1.77229, 2.89101, 0.36441], [-0.27346, 3.61775, 0.96000], [-0.92176, 0.39935, 1.43494], [0.68974, 1.30158, 1.34723], [-0.51320, 1.68934, 2.55585], [0.86863, -1.52743, -0.62226], [0.11893, -2.63894, -1.38664], [0.42513, -0.80828, 0.08376], [1.85324, -1.87451, -0.30881], [1.18101, -0.93904, -1.53716], [0.90880, -3.22006, -1.87517], [-0.54998, -3.29479, -0.63981], [-0.77104, -2.46762, -1.91531]],
  "forces_ev_per_angstrom": [[-1.5, -1.2, 0.1], [2.7, 0.8, 0.7], [-0.6, -0.8, 0.4], [1.1, -0.1, -0.2], [0.0, 0.1, 0.8], [0.1, 1.6, -1.0], [-1.5, -0.5, 0.3], [-0.3, 0.2, -1.0], [0.6, 1.2, -2.9], [-0.9, -2.2, 4.3], [-0.2, -0.8, -0.3], [-0.3, -0.3, 0.6], [-0.1, 0.3, 1.1], [-0.8, -0.2, -0.2], [2.3, 0.4, -0.8], [-0.4, 1.5, -1.9]],
  "e_lumo_ha": 0.0400,
  "orbital_gap_ev": 11.697,
  "e_above_lowest_kcal_mol": 37.7
}

***

No. 6
{
  "formula": "C19H31ClMnN2S",
  "method": "wB97M-V/def2-TZVPD",
  "elements": ["C", "C", "C", "C", "Cl", "H", "H", "H", "H", "H", "H", "H", "H", "H", "C", "C", "C", "H", "C", "C", "H", "H", "H", "H", "C", "C", "C", "H", "C", "C", "H", "H", "H", "H", "Mn", "C", "N", "C", "C", "S", "N", "C", "C", "H", "H", "H", "H", "H", "H", "H", "H", "H", "H", "H", "H"],
  "positions_angstrom": [[0.18442, 0.70148, -5.55680], [1.58403, 1.22677, -5.89267], [-0.04282, -0.69054, -6.15476], [-0.90746, 1.67355, -6.01793], [0.08665, 0.56224, -3.66641], [-0.00538, -0.66725, -7.25338], [-1.02268, -1.08033, -5.85782], [0.72292, -1.39113, -5.80445], [1.71380, 1.39363, -6.97004], [2.34491, 0.50924, -5.56663], [1.76882, 2.17510, -5.37669], [-0.87652, 1.83685, -7.10385], [-0.79327, 2.64614, -5.52736], [-1.89875, 1.28057, -5.76667], [1.39653, -1.39018, 0.75122], [0.77723, -2.17984, -0.27385], [1.10166, -1.59642, -1.54396], [0.26628, -3.12736, -0.11680], [1.96030, -0.46848, -1.29925], [2.13262, -0.33606, 0.11233], [2.78727, 0.38574, 0.59518], [1.41340, -1.63054, 1.81190], [0.86982, -2.01112, -2.52158], [2.50294, 0.09049, -2.05775], [-1.84774, 0.93311, 0.22883], [-1.83549, -0.34650, 0.86782], [-1.78714, -1.35050, -0.14790], [-2.00359, -0.52931, 1.92812], [-1.76945, -0.68904, -1.42931], [-1.80257, 0.73500, -1.18182], [-1.91483, 1.51835, -1.92443], [-1.98097, 1.90086, 0.71143], [-1.88743, -2.42129, 0.01711], [-1.87730, -1.16772, -2.39408], [-0.01985, -0.22508, -0.37591], [-1.85912, 1.92698, 3.63730], [-0.82842, 1.05863, 4.18734], [-0.97283, 0.67970, 5.58871], [0.34861, 0.89880, 3.53792], [0.66520, 1.71772, 2.08005], [1.29770, 0.10870, 4.14685], [0.93334, -1.23745, 4.61849], [2.69825, 0.25913, 3.75114], [-2.44500, 2.32954, 4.46698], [-2.52220, 1.37177, 2.96178], [-1.39841, 2.74876, 3.07665], [-1.38315, -0.33303, 5.68482], [-0.01242, 0.73917, 6.10860], [-1.67698, 1.37084, 6.05419], [1.73848, -1.93633, 4.35770], [0.83846, -1.25143, 5.71374], [-0.00031, -1.59500, 4.16309], [2.93217, -0.33645, 2.85517], [2.88284, 1.31991, 3.53175], [3.33312, -0.06750, 4.58437]],
  "forces_ev_per_angstrom": [[0.1, 0.2, -1.5], [0.1, 0.0, 0.6], [-0.1, -0.2, 0.6], [-0.1, 0.0, 0.7], [0.0, 0.1, -1.0], [0.0, 0.2, 0.3], [0.1, 0.1, -0.1], [-0.1, 0.1, -0.1], [-0.3, -0.1, 0.2], [-0.1, 0.1, -0.1], [0.0, -0.1, -0.2], [0.2, -0.2, 0.3], [0.0, -0.1, -0.1], [0.1, 0.1, -0.1], [0.7, -0.2, -0.6], [0.9, -0.4, 0.1], [0.7, -0.2, 0.2], [0.1, 0.4, -0.1], [0.2, -0.6, 0.5], [0.3, -0.6, -0.4], [-0.4, -0.1, -0.1], [-0.3, 0.3, -0.3], [-0.2, 0.3, 0.3], [-0.5, 0.1, 0.2], [-0.5, -0.2, -0.3], [-0.6, 0.2, -0.4], [-1.1, 0.2, -0.2], [0.5, 0.0, -0.3], [-0.8, 0.5, 0.4], [-0.6, -0.7, 0.4], [0.4, -0.2, 0.1], [0.4, -0.4, -0.1], [0.1, 0.4, -0.1], [0.3, 0.1, 0.1], [0.3, 1.2, 0.9], [-0.3, 0.2, -0.2], [1.0, 0.0, -0.4], [-0.3, -0.2, 0.4], [-0.3, -0.2, 1.0], [0.1, 0.0, -0.6], [-0.4, -0.1, -0.8], [0.1, 0.0, 0.6], [0.0, 0.4, 0.0], [0.0, -0.1, -0.3], [0.0, 0.2, 0.2], [-0.2, -0.2, 0.2], [0.1, 0.2, 0.1], [-0.2, 0.0, -0.2], [0.2, -0.1, 0.0], [-0.2, 0.2, 0.0], [-0.1, -0.2, -0.4], [0.2, 0.2, 0.1], [0.1, 0.1, 0.3], [0.1, -0.5, 0.1], [-0.2, 0.1, -0.3]],
  "multiplicity": 4,
  "e_lumo_ha": [-0.3197, -0.3117],
  "orbital_gap_ev": [5.642, 5.840],
  "e_above_lowest_kcal_mol": 0.5,
  "charge": 2
}